1.
{
  "formula": "C30H34F6N6O3STi",
  "method": "wB97M-V/def2-TZVPD",
  "e_tot_ev": -97005.8089,
  "homo_lumo_gap_ev": [6.7, 7.1],
  "multiplicity": 2,
  "e_above_lowest_kcal_mol": 1.6,
  "charge": -1,
  "lumo_ev": [2.35, 2.35],
  "symbols": ["Ti", "O", "N", "C", "C", "C", "C", "C", "S", "H", "H", "H", "H", "N", "H", "H", "H", "O", "N", "C", "C", "N", "C", "N", "C", "C", "C", "C", "C", "C", "C", "C", "N", "C", "C", "C", "C", "C", "C", "C", "C", "C", "C", "H", "H", "H", "H", "H", "H", "H", "H", "H", "H", "H", "H", "H", "H", "H", "H", "H", "H", "H", "H", "H", "H", "H", "H", "C", "C", "O", "C", "F", "F", "F", "C", "F", "F", "F", "H", "H", "H"],
  "xyz": [[-0.436759, -0.673189, 1.084579], [-1.700365, 0.909819, 0.876819], [-3.014862, 0.744981, 0.837746], [-3.733362, 1.742199, 0.286219], [-5.097145, 1.679811, 0.218601], [-5.735632, 0.549428, 0.737187], [-4.984145, -0.462581, 1.276925], [-3.580455, -0.397530, 1.319603], [-2.575578, -1.661667, 1.876809], [-3.130372, 2.555247, -0.087700], [-5.647029, 2.490328, -0.235411], [-6.813880, 0.465991, 0.703217], [-5.444887, -1.357673, 1.670429], [2.874508, -2.796912, -1.327615], [3.112256, -3.185163, -0.419118], [2.764411, -3.592826, -1.947349], [1.948465, -2.391840, -1.208300], [0.565933, -2.533594, 0.992469], [-0.117320, -3.581218, 0.687413], [0.528319, -4.713534, 0.746792], [1.920056, -4.817311, 1.092110], [3.038234, -4.917392, 1.342185], [-0.186336, -5.914706, 0.435428], [-0.734295, -6.892989, 0.178153], [-3.034666, 1.818538, -4.032685], [-2.571380, 0.731239, -3.094002], [-3.388683, -0.365738, -2.838118], [-2.937225, -1.379142, -1.995909], [-3.781853, -2.591135, -1.708516], [-1.686191, -1.263182, -1.414226], [-0.855950, -0.129180, -1.584345], [-1.330465, 0.850812, -2.483387], [0.260979, -0.099509, -0.786624], [1.324922, 0.891412, -0.945569], [1.914557, 0.877320, -2.366958], [3.085524, 1.858714, -2.475649], [4.196947, 1.431927, -1.513409], [3.650612, 1.444541, -0.083792], [3.202194, 2.861896, 0.277636], [2.084978, 3.291324, -0.676191], [2.609002, 3.270493, -2.116358], [0.904272, 2.323912, -0.546664], [2.461110, 0.486396, 0.011082], [-4.027093, 1.600458, -4.427911], [-2.349619, 1.925491, -4.876487], [-3.077882, 2.785486, -3.525674], [-4.357517, -0.447222, -3.319459], [-4.510268, -2.762953, -2.502257], [-4.326372, -2.461094, -0.769449], [-3.165497, -3.483045, -1.595820], [-1.307087, -2.105649, -0.840224], [-0.743995, 1.730714, -2.700578], [1.154238, 1.125799, -3.109506], [2.253432, -0.141065, -2.578684], [3.466595, 1.852284, -3.501900], [5.052886, 2.111455, -1.597677], [4.541876, 0.425833, -1.768170], [4.430046, 1.114116, 0.610476], [4.047727, 3.555714, 0.207571], [2.838729, 2.888468, 1.310404], [1.753442, 4.303716, -0.422513], [3.433996, 3.983461, -2.225292], [1.815948, 3.581757, -2.805604], [0.071096, 2.672669, -1.156972], [0.541147, 2.300488, 0.486274], [2.075315, 0.487210, 1.034005], [2.781806, -0.528687, -0.224817], [2.182948, 0.791700, 3.930781], [1.078396, -0.265336, 3.853600], [0.432083, -0.225531, 2.656699], [1.712517, -1.663602, 4.050133], [2.638576, -1.872369, 3.109429], [2.330546, -1.771729, 5.246385], [0.816397, -2.650020, 3.975565], [0.038731, 0.023540, 4.963506], [-0.526186, 1.224208, 4.751013], [0.593142, 0.069333, 6.192957], [-0.943765, -0.877876, 5.003500], [2.917724, 0.588056, 3.154535], [2.671340, 0.789150, 4.903756], [1.736157, 1.766752, 3.744898]],
  "atomic_forces_ev_per_a": [[-0.1, -0.5, -0.5], [-0.1, 0.4, 0.2], [0.0, -0.1, 0.0], [-0.1, 0.1, 0.0], [0.0, 0.0, 0.0], [0.0, 0.0, 0.0], [-0.1, 0.0, 0.0], [0.1, 0.1, 0.0], [-0.1, 0.0, 0.0], [0.0, 0.0, 0.0], [0.0, 0.0, 0.0], [0.0, 0.0, 0.0], [0.0, 0.0, 0.0], [-0.1, -0.1, 0.0], [0.1, 0.1, -0.1], [0.0, 0.0, 0.0], [0.0, 0.1, 0.0], [0.0, 0.0, -0.1], [0.0, 0.1, 0.1], [0.1, -0.2, 0.0], [-0.1, 0.0, 0.1], [0.0, 0.0, 0.1], [0.0, 0.1, -0.1], [0.0, 0.0, 0.0], [0.0, 0.0, 0.0], [0.0, 0.1, 0.0], [0.0, 0.0, 0.0], [-0.1, 0.0, 0.0], [0.0, 0.0, 0.0], [0.1, -0.1, 0.0], [0.0, -0.1, 0.0], [0.0, 0.0, 0.1], [0.1, 0.0, 0.0], [0.0, 0.0, 0.0], [0.0, 0.0, 0.0], [0.0, 0.0, 0.0], [0.0, 0.0, 0.0], [0.0, 0.0, 0.0], [0.0, 0.0, 0.0], [0.0, 0.0, 0.0], [0.0, 0.0, 0.0], [0.0, 0.0, 0.0], [0.0, 0.0, 0.0], [0.0, 0.0, 0.0], [0.0, 0.0, 0.0], [0.0, 0.0, 0.0], [0.0, 0.0, 0.0], [0.0, 0.0, 0.0], [0.0, 0.0, 0.0], [0.0, 0.0, 0.0], [0.0, 0.0, 0.0], [0.0, 0.0, 0.0], [0.0, 0.0, 0.0], [0.0, 0.0, 0.0], [0.0, 0.0, 0.0], [0.0, 0.0, 0.0], [0.0, 0.0, 0.0], [0.0, 0.0, 0.0], [0.0, 0.0, 0.0], [0.0, 0.0, 0.0], [0.0, 0.0, 0.0], [0.0, 0.0, 0.0], [0.0, 0.0, 0.0], [0.0, 0.0, 0.0], [0.0, 0.0, 0.0], [0.0, 0.0, 0.0], [0.0, 0.0, 0.0], [0.0, 0.0, 0.0], [0.0, 0.1, 0.1], [0.2, 0.1, 0.3], [0.0, 0.0, 0.0], [0.0, 0.0, 0.0], [0.0, 0.0, 0.0], [0.0, 0.0, 0.0], [0.0, 0.0, 0.0], [0.0, 0.0, 0.0], [0.0, 0.0, 0.0], [0.0, 0.0, 0.0], [0.0, 0.0, 0.0], [0.0, 0.0, 0.0], [0.0, 0.0, 0.0]],
  "mulliken_spin": [0.95, -0.02, 0.01, 0.00, 0.00, 0.00, 0.00, 0.01, -0.02, 0.00, 0.00, 0.00, 0.00, 0.00, 0.00, 0.00, 0.00, 0.01, 0.00, 0.00, 0.00, 0.00, 0.00, 0.00, 0.00, 0.00, 0.00, 0.02, 0.00, 0.03, -0.01, 0.00, 0.00, -0.06, 0.00, 0.00, 0.00, 0.00, 0.00, 0.00, 0.00, 0.05, 0.04, 0.00, 0.00, 0.00, 0.00, 0.00, 0.00, 0.00, -0.02, 0.00, 0.00, 0.00, 0.00, 0.00, 0.00, 0.00, 0.00, 0.00, 0.00, 0.00, 0.00, 0.00, -0.02, -0.03, 0.01, 0.00, -0.01, 0.04, 0.01, 0.00, 0.00, 0.00, 0.00, 0.00, 0.00, 0.00, 0.00, 0.00, 0.00]
}


2.
{
  "formula": "C30H34FeN4S5",
  "method": "wB97M-V/def2-TZVPD",
  "e_tot_ev": -126180.7903,
  "homo_lumo_gap_ev": [7.1, 4.6],
  "multiplicity": 6,
  "e_above_lowest_kcal_mol": 14.2,
  "charge": 1,
  "lumo_ev": [-2.96, -5.39],
  "symbols": ["Fe", "C", "C", "C", "C", "C", "C", "C", "C", "C", "C", "H", "H", "H", "H", "H", "H", "H", "H", "H", "H", "H", "H", "H", "H", "C", "N", "C", "C", "C", "C", "C", "N", "C", "C", "C", "C", "C", "C", "H", "H", "H", "H", "H", "H", "H", "H", "H", "H", "H", "C", "C", "N", "C", "C", "N", "H", "H", "H", "H", "H", "H", "C", "S", "C", "C", "S", "S", "C", "S", "S", "H", "H", "H"],
  "xyz": [[-0.163152, -0.047475, -0.200743], [0.471225, -5.018934, -0.543104], [-0.385436, -4.282650, 0.484203], [-0.652719, -5.197967, 1.691915], [0.236371, -3.002206, 0.993752], [-0.571503, -2.014638, 1.577434], [-0.006565, -0.969648, 2.314742], [1.383576, -0.874945, 2.478098], [1.991221, 0.106108, 3.443697], [2.174764, -1.787643, 1.792779], [1.613935, -2.833295, 1.068852], [-0.094239, -5.852955, -0.961281], [1.368498, -5.438958, -0.080024], [0.785196, -4.370685, -1.364763], [-1.348995, -4.035332, 0.040437], [0.272999, -5.378404, 2.245420], [-1.047111, -6.160457, 1.359916], [-1.375503, -4.749978, 2.376929], [-1.649825, -2.130901, 1.559682], [-0.653604, -0.296765, 2.870443], [1.767070, 1.139182, 3.175357], [3.073122, -0.015937, 3.494297], [1.586733, -0.060558, 4.444059], [3.255436, -1.716831, 1.873727], [2.268092, -3.553528, 0.591222], [-1.778546, 2.822882, -0.670859], [-1.642323, 1.380614, -0.906202], [-2.617744, 0.815145, -1.537805], [-2.562706, -0.551259, -1.833897], [-3.393512, -1.345679, -2.624031], [-2.759206, -2.581298, -2.733712], [-1.574406, -2.477261, -2.000199], [-1.451693, -1.262162, -1.437637], [-2.825451, 3.202791, 0.366331], [-3.328337, 4.501297, 0.374126], [-4.254488, 4.898884, 1.329124], [-4.699358, 3.996747, 2.287597], [-4.208919, 2.699192, 2.285398], [-3.277951, 2.305590, 1.330847], [-2.023320, 3.333510, -1.606337], [-0.811446, 3.203728, -0.348729], [-3.471619, 1.400393, -1.881189], [-4.328299, -1.031412, -3.066940], [-3.092996, -3.453916, -3.277765], [-0.813046, -3.230763, -1.889584], [-2.985713, 5.211582, -0.373304], [-4.633249, 5.914522, 1.322218], [-5.431216, 4.301689, 3.024702], [-4.554736, 1.989676, 3.028446], [-2.908740, 1.287073, 1.328036], [3.189996, 2.117871, -0.122956], [2.003000, 2.407462, 0.730797], [0.871494, 1.729710, 0.816553], [0.097367, 2.374771, 1.774907], [0.762309, 3.449829, 2.253874], [1.968386, 3.453465, 1.587041], [3.172672, 1.079120, -0.435678], [4.111019, 2.304727, 0.429985], [3.197333, 2.750522, -1.012800], [-0.889749, 2.029423, 2.039854], [0.501736, 4.179047, 3.004573], [2.704680, 4.128396, 1.705462], [4.880253, -1.584148, -2.316726], [3.965418, -1.697156, -3.880539], [3.049545, -0.219933, -3.895777], [2.099634, 0.225093, -2.956552], [1.612239, -0.619778, -1.611566], [1.355267, 1.752769, -3.325052], [2.134968, 2.026646, -4.855649], [1.862533, 3.318256, -5.785484], [3.265968, 0.767509, -5.271277], [5.465756, -2.501313, -2.267963], [4.199498, -1.531845, -1.472089], [5.548113, -0.726611, -2.348614]],
  "atomic_forces_ev_per_a": [[-0.8, 0.7, -0.2], [0.0, 0.0, 0.0], [0.1, -0.1, 0.1], [0.0, 0.0, 0.0], [0.0, 0.0, 0.0], [0.1, 0.0, 0.2], [0.0, -0.1, 0.0], [0.1, 0.0, 0.1], [0.0, 0.0, -0.1], [0.1, 0.1, 0.1], [-0.1, -0.1, -0.1], [0.0, 0.0, 0.0], [0.0, 0.0, 0.0], [0.0, 0.0, 0.0], [-0.1, 0.0, 0.0], [0.0, 0.0, 0.0], [0.0, 0.1, 0.0], [0.0, 0.0, 0.0], [0.0, 0.0, -0.1], [0.0, 0.0, -0.1], [0.0, 0.0, 0.0], [0.0, 0.0, 0.0], [0.0, 0.0, 0.0], [-0.1, 0.0, 0.0], [0.0, 0.0, 0.1], [-0.2, -0.1, 0.1], [0.5, 0.4, 0.7], [-0.2, -0.1, -0.2], [0.0, -0.4, 0.0], [-0.2, -0.1, -0.2], [-0.1, -0.1, -0.1], [0.0, 0.2, 0.0], [0.2, 0.2, 0.3], [0.0, -0.1, 0.0], [0.0, 0.0, 0.1], [0.0, 0.0, 0.0], [0.0, 0.0, 0.0], [0.0, 0.0, 0.0], [0.0, 0.1, -0.1], [0.0, 0.0, -0.1], [0.0, 0.1, -0.1], [0.0, 0.0, 0.0], [0.1, -0.1, 0.0], [0.0, 0.1, 0.0], [0.0, 0.1, 0.0], [0.0, 0.0, 0.0], [0.0, -0.1, 0.0], [0.0, 0.0, 0.0], [0.0, 0.0, -0.1], [-0.1, -0.1, 0.0], [-0.1, 0.1, 0.1], [-0.1, -0.1, 0.1], [-0.4, -0.2, 0.1], [0.1, -0.1, -0.2], [0.1, 0.0, 0.1], [0.0, 0.1, 0.0], [0.0, 0.0, 0.0], [0.0, 0.0, 0.0], [0.0, 0.0, 0.0], [0.1, 0.1, 0.0], [0.0, 0.0, -0.1], [0.0, 0.0, 0.0], [-0.1, 0.1, -0.1], [0.0, -0.1, 0.0], [-0.1, 0.1, 0.1], [-0.1, 0.2, 0.0], [0.9, -0.9, -0.3], [0.0, 0.0, -0.1], [-0.1, 0.1, 0.0], [0.0, 0.1, -0.1], [0.1, 0.0, 0.0], [0.0, 0.0, 0.0], [0.0, 0.0, 0.0], [0.0, 0.0, 0.0]],
  "mulliken_spin": [3.69, 0.00, 0.00, 0.00, 0.02, 0.01, 0.08, -0.05, -0.01, 0.03, 0.00, 0.00, 0.00, 0.00, 0.00, 0.00, 0.00, 0.00, -0.01, 0.01, 0.00, 0.00, 0.00, 0.00, 0.00, 0.00, 0.01, 0.00, 0.00, 0.03, 0.00, 0.03, 0.04, 0.00, 0.00, 0.00, 0.00, 0.00, -0.01, 0.01, 0.00, 0.00, 0.00, 0.00, 0.00, 0.00, 0.00, 0.00, 0.00, 0.03, -0.01, 0.01, 0.03, 0.00, 0.00, 0.00, 0.01, 0.00, 0.00, 0.01, 0.00, 0.00, 0.02, 0.05, 0.27, 0.03, 0.42, -0.02, -0.05, 0.19, 0.10, 0.00, 0.00, 0.00]
}


3.
{
  "formula": "C30H34IN8O3RuS2",
  "method": "wB97M-V/def2-TZVPD",
  "e_tot_ev": -82061.8015,
  "homo_lumo_gap_ev": [4.4, 4.9],
  "multiplicity": 2,
  "e_above_lowest_kcal_mol": 50.5,
  "charge": 2,
  "lumo_ev": [-7.98, -7.54],
  "symbols": ["Ru", "O", "S", "C", "C", "C", "C", "S", "O", "C", "C", "C", "C", "C", "C", "C", "C", "C", "C", "C", "C", "H", "H", "H", "H", "H", "H", "H", "H", "H", "H", "H", "H", "H", "H", "H", "H", "H", "H", "I", "N", "N", "N", "C", "N", "N", "H", "H", "H", "C", "C", "C", "C", "C", "N", "C", "O", "N", "C", "C", "C", "C", "N", "C", "C", "C", "H", "H", "H", "H", "H", "H", "H", "H", "H", "H", "H", "H", "H"],
  "xyz": [[-0.225944, -3.052001, -0.179051], [-0.170998, -2.235653, 1.894143], [0.589397, -2.006768, 3.188925], [2.292119, -1.588992, 2.656458], [2.298553, -0.644193, 1.469164], [3.665547, -0.639691, 0.755915], [3.550839, -0.793910, -0.751633], [3.105013, -2.490006, -1.308272], [2.033497, -2.967887, -0.344504], [4.600894, -3.332341, -0.798583], [5.694315, -3.214776, -1.646361], [6.873342, -3.858893, -1.309892], [6.938035, -4.615672, -0.146125], [5.825368, -4.750933, 0.672362], [4.638102, -4.112416, 0.342900], [0.070729, -0.375532, 3.734608], [0.571593, 0.098718, 4.938755], [0.089270, 1.297002, 5.439307], [-0.892916, 1.995487, 4.749720], [-1.375450, 1.515183, 3.540396], [-0.897100, 0.316977, 3.031563], [2.730432, -2.553614, 2.392558], [2.814494, -1.187573, 3.525098], [2.034546, 0.364052, 1.791169], [1.529454, -0.976669, 0.773092], [4.302678, -1.435606, 1.149882], [4.176794, 0.302091, 0.957104], [4.501433, -0.587988, -1.245241], [2.785103, -0.135880, -1.167369], [5.618462, -2.632473, -2.557610], [7.730107, -3.793907, -1.965844], [7.857543, -5.122588, 0.112592], [5.875931, -5.371475, 1.556355], [3.753025, -4.231798, 0.954470], [1.320454, -0.465101, 5.482859], [0.469929, 1.679739, 6.375920], [-1.297177, 2.908557, 5.164643], [-2.138456, 2.064157, 3.004073], [-1.272937, -0.094959, 2.107321], [-0.703327, -5.578061, -0.298606], [-2.039820, -0.329231, -4.365976], [-1.401029, -1.349055, -3.747492], [-1.219023, -2.514641, -4.320731], [-0.510977, -3.161694, -3.416928], [-0.278963, -2.382675, -2.347079], [-0.865163, -1.220663, -2.574035], [-2.573646, -0.649196, -5.162111], [-2.530020, 0.271916, -3.720234], [-0.168514, -4.175059, -3.532302], [-0.587649, 6.597728, -3.021635], [-1.590193, 5.779517, -2.266874], [-1.766421, 4.424557, -2.519394], [-2.704058, 3.670424, -1.828546], [-3.501247, 4.262743, -0.848476], [-4.489444, 3.579977, -0.119875], [-4.712592, 2.248471, 0.139066], [-5.784612, 1.859390, 0.543166], [-3.599163, 1.435039, -0.041977], [-3.556102, 0.055160, 0.107871], [-4.663293, -0.733831, 0.445235], [-4.492238, -2.097293, 0.593184], [-3.244919, -2.660891, 0.385331], [-2.205273, -1.911047, 0.013890], [-2.344501, -0.593452, -0.114731], [-3.347454, 5.631370, -0.609802], [-2.409483, 6.368331, -1.300783], [0.064770, 5.978738, -3.634064], [0.021703, 7.193948, -2.341507], [-1.098431, 7.305277, -3.678425], [-1.170429, 3.952783, -3.291365], [-2.859210, 2.636208, -2.107304], [-5.242591, 4.152961, 0.229086], [-2.718639, 1.907990, -0.181615], [-5.627122, -0.274501, 0.594157], [-5.324962, -2.725668, 0.873256], [-3.080258, -3.721037, 0.513779], [-1.463742, -0.044698, -0.424614], [-3.974243, 6.111522, 0.132225], [-2.303742, 7.425975, -1.094635]],
  "atomic_forces_ev_per_a": [[0.5, 2.9, -0.2], [-0.5, -0.6, -1.4], [0.9, 0.5, 0.4], [-0.3, -0.2, -0.1], [0.1, 0.1, 0.0], [-0.1, -0.1, 0.1], [-0.2, -0.3, 0.0], [0.7, 0.5, -0.4], [-1.5, -0.5, 1.0], [-0.3, 0.0, -0.2], [0.0, 0.1, 0.0], [0.0, 0.0, 0.0], [0.0, 0.0, 0.0], [0.0, 0.0, -0.1], [-0.1, 0.0, 0.1], [-0.2, -0.2, 0.0], [0.1, -0.1, 0.0], [0.0, 0.0, 0.0], [0.0, 0.0, -0.1], [0.0, 0.0, 0.1], [0.0, -0.1, -0.2], [0.0, 0.0, 0.0], [-0.1, -0.1, 0.1], [0.0, 0.0, 0.0], [0.0, 0.2, 0.0], [0.1, 0.1, 0.0], [0.1, -0.1, 0.0], [0.0, 0.0, -0.1], [0.0, 0.0, -0.1], [0.1, 0.0, 0.0], [0.0, 0.0, 0.0], [0.0, 0.0, 0.0], [0.0, 0.0, 0.0], [0.0, 0.0, 0.0], [0.0, 0.0, 0.1], [0.0, 0.0, 0.0], [0.1, 0.0, 0.0], [0.0, 0.0, 0.0], [-0.1, 0.0, 0.0], [0.0, 0.7, -0.2], [0.2, 0.5, -0.3], [0.2, -0.2, 0.6], [-0.1, -0.1, -0.4], [0.1, 0.1, 0.1], [-0.4, -1.3, 1.2], [-0.1, 0.3, -0.3], [0.0, -0.2, 0.1], [-0.1, -0.1, 0.1], [0.0, 0.0, 0.0], [-0.1, 0.2, 0.0], [-0.1, -0.2, 0.1], [0.1, 0.2, 0.0], [-0.3, 0.0, 0.1], [0.5, 0.1, -0.3], [-0.3, -0.2, 0.2], [0.0, 0.6, 0.0], [0.1, -0.3, 0.0], [0.2, -0.2, 0.0], [-0.2, 0.0, 0.0], [0.0, -0.1, 0.0], [0.2, 0.1, -0.1], [-0.3, -0.1, 0.1], [1.0, -1.8, 0.0], [0.3, 0.1, -0.1], [-0.1, -0.2, 0.2], [0.1, -0.1, -0.2], [0.0, 0.0, 0.0], [0.1, -0.1, 0.0], [0.0, 0.0, 0.0], [0.0, 0.0, 0.0], [0.0, 0.0, 0.0], [-0.1, -0.1, -0.1], [0.0, 0.0, -0.1], [0.0, 0.1, 0.0], [0.0, 0.0, 0.0], [0.0, 0.0, 0.0], [0.0, 0.1, 0.1], [0.0, 0.0, 0.0], [0.0, 0.0, 0.0]],
  "mulliken_spin": [0.93, 0.00, 0.00, 0.00, 0.02, 0.00, 0.00, 0.00, 0.01, 0.00, 0.00, 0.00, 0.00, 0.00, 0.00, 0.00, 0.00, 0.00, 0.00, 0.00, 0.01, 0.00, 0.00, 0.00, -0.01, 0.00, 0.00, 0.00, 0.00, 0.00, 0.00, 0.00, 0.00, 0.00, 0.00, 0.00, 0.00, 0.00, -0.01, 0.01, 0.00, 0.00, 0.00, 0.00, 0.01, 0.00, 0.00, 0.00, 0.00, 0.00, 0.00, 0.00, 0.00, 0.00, 0.00, 0.00, 0.00, 0.00, -0.03, 0.00, -0.01, 0.00, 0.02, 0.03, 0.00, 0.00, 0.00, 0.00, 0.00, 0.00, 0.00, 0.00, 0.00, 0.00, 0.00, 0.00, 0.00, 0.00, 0.00]
}